1.
Computed, not measured: C24H42DyNOP3 as an isolated structure, with ωB97M-V/def2-TZVPD.

Its multiplicity is 6. The relative energy (zero: lowest compared OMol25 entry of this formula, charge and spin) is 0.00 kcal/mol. As for the charge: +3. For the frontier orbital gap (spin up / spin down), the calculation gives 4.9 / 8.6 eV.

The geometry in XYZ format:
```
72
Properties=species:S:1:pos:R:3:forces:R:3
H -3.65831 -1.67384 -1.92970 -0.118 -0.190 -0.202
H -3.21964 -1.43226 -5.56765 0.693 0.351 0.355
H -1.97769 1.88902 -6.30037 -0.100 0.530 0.234
H 0.40450 0.62242 4.55761 -0.405 -0.022 0.225
H 4.44811 -1.70555 0.44869 -0.092 -0.140 0.207
C -0.67041 0.48689 6.43142 0.014 0.075 -0.207
C -2.41330 3.03230 -4.55099 0.113 -0.045 -0.582
C -2.34061 -3.36735 0.44462 -0.054 0.381 0.393
C 2.81505 2.14895 -1.23644 0.072 -0.453 0.007
C -1.06733 -1.76596 -5.54822 -0.450 0.013 -0.349
H 0.00602 -1.40946 2.05041 0.335 -0.216 -0.122
H 0.68786 3.29637 -2.96949 0.001 0.044 0.276
H 0.23007 0.29259 7.02301 -0.353 0.109 -0.310
H -2.96452 -4.06148 -0.13912 0.305 0.185 0.380
O -0.72535 0.72496 -2.47077 -0.233 -0.903 -4.591
C -1.63804 1.00633 2.85481 -0.239 0.283 -2.220
C -1.91321 0.56759 7.07487 -0.079 0.072 -0.283
H -2.96903 -2.82950 1.17020 0.101 -0.452 -0.070
C -3.06755 0.83654 6.32941 0.145 0.080 -0.293
H 2.88234 2.33503 -2.31052 0.039 -0.111 0.093
H 0.56462 -2.94094 1.30926 0.011 0.145 0.280
Dy -1.64334 1.42920 -0.73054 -0.690 0.224 1.155
H -0.34121 4.19442 -1.83350 0.180 0.086 -0.055
C -1.74096 0.90187 4.28205 0.267 -0.096 0.743
H -3.00626 0.55548 -3.95668 0.155 -0.500 0.008
H 2.95521 1.07974 -1.05706 0.119 0.038 -0.228
H -0.74289 3.19707 -5.90055 -0.276 -0.292 0.476
H 1.36668 4.65958 -2.02908 -0.220 -0.182 -0.052
H -1.14928 -2.66106 -6.16475 0.154 0.207 0.151
C -2.24241 -1.08932 -5.17783 -0.503 0.777 0.310
N -1.58629 1.08048 1.67611 -0.016 -0.220 3.418
P 2.17121 -1.21580 0.98175 0.218 -0.628 1.079
H 0.58620 -3.17632 -0.74176 -0.104 -0.126 -0.289
H 1.62443 0.74743 2.24260 0.157 -0.089 -0.178
C -0.87530 0.29447 -3.74847 0.422 0.971 3.567
C -0.25086 -3.08882 -1.44574 0.067 0.142 0.088
C -1.66741 2.68196 -5.60552 0.057 0.064 -0.196
H 3.90908 -2.59185 1.93277 -0.137 0.170 -0.434
C 0.18924 -1.23777 -5.20762 0.955 1.127 0.455
H 3.64652 2.67503 -0.74938 -0.343 0.020 -0.068
C -0.57565 0.66352 5.04726 0.060 -0.116 0.146
H 1.74763 -0.97035 -0.33464 -0.048 0.151 0.232
H -0.59742 -4.09985 -1.71428 0.116 0.349 0.120
H 3.03362 0.98652 1.17513 0.033 -0.037 0.276
C 1.67098 3.88878 0.64502 -0.201 -0.005 0.095
H -3.21687 -3.40053 -2.04555 0.187 0.351 -0.103
H -2.34182 -2.16186 -3.01546 -0.225 -0.164 0.275
H -3.86492 1.23061 4.35171 0.048 -0.088 0.259
H -1.99081 0.43730 8.15911 0.104 0.027 -0.458
C 2.54809 0.28960 1.86624 0.013 0.630 -0.098
H 3.21789 0.10477 2.71950 -0.172 -0.155 -0.332
C 0.28669 -0.09392 -4.41044 0.959 -1.833 -0.833
H 2.48071 4.52145 0.25314 -0.292 -0.141 0.149
H 1.24609 -2.42114 2.87057 0.049 0.230 -0.355
H 0.80635 4.51248 0.90250 0.269 -0.044 0.133
C 0.67432 3.80693 -1.99740 -0.131 0.091 -0.005
P 1.15452 2.67366 -0.62447 0.736 0.674 -0.194
C -2.98309 1.00963 4.94920 0.060 -0.051 -0.418
H -2.07921 3.78945 -3.84065 -0.227 0.021 -0.291
H 1.22094 0.34348 -4.07210 0.021 -0.270 -0.187
H -1.56468 -3.93423 0.97732 -0.264 0.204 -0.062
H -3.43074 2.63292 -4.45884 0.446 0.097 0.255
H 3.40405 -3.12715 0.27819 0.105 0.078 0.264
P -1.62732 -2.09883 -0.69513 -0.022 -1.032 -0.454
H 2.02368 3.36189 1.54244 -0.118 0.254 -0.171
C -2.82664 -2.37324 -2.05963 -0.154 0.444 -0.069
C 0.87685 -2.06761 1.89432 -0.385 -0.176 -0.126
H -4.04143 0.92221 6.81401 0.345 -0.034 -0.121
C -2.14243 -0.02066 -4.28850 -1.310 -0.917 -0.835
H 0.10358 -2.58063 -2.35162 0.006 -0.120 0.165
H 1.09769 -1.73456 -5.54725 -0.235 0.193 -0.053
C 3.62638 -2.26248 0.91802 0.060 -0.042 -0.374
```
Positions in Å, forces in eV/Å.



2.
Computed, not measured: C24H42FeN6 as an isolated structure, with ωB97M-V/def2-TZVPD.

Its multiplicity is 6. The relative energy (zero: lowest compared OMol25 entry of this formula, charge and spin) is 28.45 kcal/mol. As for the charge: +3. For the frontier orbital gap (spin up / spin down), the calculation gives 11.4 / 6.7 eV.

The geometry in XYZ format:
```
73
Properties=species:S:1:pos:R:3:forces:R:3
H -3.56997 0.99586 4.64376 -0.302 -0.102 0.293
C 2.39676 -0.14364 -2.57501 2.433 -0.290 -2.828
C -1.25541 4.49723 -2.78793 0.384 1.022 -1.635
H 2.97723 3.75244 -1.23687 -0.266 -0.184 0.086
H 2.14334 -4.78248 4.23648 -0.229 0.157 0.084
H -1.39521 5.44458 -0.82988 -0.135 0.286 -0.159
C 2.14330 -2.59805 4.30193 1.730 -1.299 0.925
H -3.52304 -5.44864 -1.73035 -0.381 0.487 -0.036
H 4.24882 -1.62916 -4.96345 0.594 -0.015 0.325
C 1.37193 -1.10645 2.36320 -0.039 -0.520 -0.069
H 3.23319 0.27633 -4.48282 -0.434 0.375 0.243
H -4.48378 -0.02246 1.10213 -0.271 -0.197 -0.034
C -4.33153 -0.53620 3.27040 0.200 0.949 -0.254
H -2.96379 3.62600 -1.98932 -0.312 -0.740 0.103
H -2.44293 -0.30943 4.41328 0.069 -0.195 -0.379
H 2.01800 -2.33774 -5.18280 -0.030 -0.216 -0.040
H -4.32318 -1.62514 3.22310 0.512 0.037 -0.779
N 1.23829 -0.91858 1.22834 -0.121 -0.173 0.973
H 0.96227 4.74146 1.22983 0.052 0.448 -0.567
C -3.50641 -0.07985 4.47976 -0.571 -0.427 -0.100
H 1.98088 4.13080 2.39526 0.064 -0.797 0.115
N -0.90138 -1.77812 -0.82169 -0.352 -0.260 -0.122
H 0.51851 -1.19342 4.26104 -0.144 0.126 -0.069
H 3.23031 -2.59447 4.22130 0.072 0.222 -0.842
H -1.87322 5.22523 -3.31369 -0.155 -0.201 -0.331
H -2.02177 -6.69821 -0.45054 0.294 0.132 0.049
C -3.95624 0.29904 2.00015 0.294 -0.879 -0.245
H 2.13550 -0.46704 4.12554 -0.057 0.110 0.360
H -2.46884 2.95749 -3.59669 -0.334 0.040 0.044
C 1.44999 2.82788 0.77053 0.841 -0.295 0.556
H -3.65456 -2.96049 -1.70964 0.008 0.300 0.214
H -2.47991 -3.59558 -2.76496 0.482 0.165 -0.165
C -2.13571 3.29069 -2.61378 0.310 -0.817 0.611
N -1.04085 1.14101 -1.51726 0.300 0.237 0.032
C -2.90010 -4.85467 -1.06159 -0.764 0.480 0.690
H 4.30105 0.28837 -3.10228 0.475 -0.406 -0.167
C -1.68851 -2.55243 -1.16184 0.247 0.052 -0.115
N 1.21153 1.77059 0.37891 -0.791 0.167 -0.153
H 0.58893 -3.85813 4.45779 -0.300 -1.075 -0.118
C -0.67413 5.22619 -1.61757 0.439 -1.114 0.920
N -1.43756 0.20542 1.25362 -1.641 0.055 -0.102
H 4.38879 -2.21859 -3.27138 0.208 0.167 -0.148
H -5.39798 -0.32110 3.33746 0.008 0.210 0.625
H -4.22368 1.34942 2.11544 0.077 0.060 0.308
H -3.87984 -0.68102 5.30876 0.072 0.547 0.384
H -1.03644 -5.21774 -0.06836 0.079 -0.325 0.265
H 2.09469 -2.57670 5.39063 -0.363 0.269 0.164
C 1.51729 -1.31917 3.84304 -0.158 0.782 -1.483
H 4.08950 5.05226 -1.20504 -0.095 0.296 0.012
H 3.29372 5.74298 1.07637 -0.404 0.098 -0.018
C -1.47402 2.08007 -2.01901 -0.793 0.929 0.152
C 3.16230 4.73467 0.68374 -0.375 -0.363 1.181
H 0.03584 4.51966 -1.18762 0.427 0.200 0.435
H 1.89148 -2.76516 -3.47196 -0.266 0.217 0.158
H 2.88594 -3.72566 -4.44474 0.458 0.292 -0.372
C -1.70121 -5.70942 -0.77860 0.463 0.762 -0.348
C 1.52789 -3.94384 3.91089 -0.680 1.212 0.077
C 3.74498 -1.72896 -4.00205 0.423 -0.844 -0.210
C 3.12911 4.73788 -0.79649 0.397 0.165 -1.027
C 3.48326 -0.26136 -3.56823 -1.102 -0.260 0.145
Fe 0.15885 -0.06381 -0.29800 0.046 0.541 0.486
H 1.28639 -4.04772 2.85306 0.215 0.011 -0.108
H -0.12806 6.11856 -1.92346 -0.218 -0.053 0.026
H -3.47828 -4.57372 -0.18132 -0.104 -0.807 0.299
H 4.02216 4.22130 1.11407 -0.050 -0.405 -0.213
C -2.55267 0.24514 1.59561 1.923 0.004 -0.270
N 1.57531 -0.09435 -1.80721 -2.428 -0.126 2.436
C -2.69197 -3.47182 -1.70297 0.065 -0.196 -0.841
C 1.86076 4.12983 1.31190 0.011 0.523 0.136
H 2.34725 5.41778 -1.13493 0.090 -0.051 -0.272
H -0.46556 4.21645 -3.48464 0.163 0.224 -0.068
C 2.57750 -2.68823 -4.31550 -0.533 0.803 0.726
H -1.16494 -5.76369 -1.72601 0.275 -0.526 0.052
```
Positions in Å, forces in eV/Å.



3.
Computed, not measured: C24H42NOOsP3 as an isolated structure, with ωB97M-V/def2-TZVPD.

Its multiplicity is 5. The relative energy (zero: lowest compared OMol25 entry of this formula, charge and spin) is 29.90 kcal/mol. As for the charge: +4. For the frontier orbital gap (spin up / spin down), the calculation gives 7.9 / 4.8 eV.

The geometry in XYZ format:
```
72
Properties=species:S:1:pos:R:3:forces:R:3
C -5.57652 1.81476 -4.01834 1.382 -1.409 -0.326
H -4.79039 1.30999 1.65137 0.215 -0.242 -0.177
P 0.36515 -0.97690 1.43711 1.840 -1.402 2.347
H -3.05589 -1.78434 2.07271 -0.004 0.282 0.246
H 2.51581 -1.96058 1.91720 -0.176 0.197 -0.257
H -1.07884 -2.58711 2.62857 0.212 -0.102 -0.092
C -6.11506 2.90802 -3.32927 -0.828 0.070 -0.478
H -3.59234 3.42709 -1.08480 -0.200 0.012 -0.112
C 5.40092 0.95652 -1.08791 -0.987 0.542 0.576
H -3.23284 -3.18724 -1.63745 0.232 0.120 0.093
H -0.21547 2.80140 -1.38114 -0.100 -0.314 0.314
H 0.82331 -2.56877 -2.03917 -0.210 -0.073 0.086
H -1.42774 3.22472 -0.07377 0.240 -0.463 0.050
C -4.17538 2.95245 -1.86993 -1.447 0.953 0.235
H 1.41672 2.03481 0.37131 -0.634 -0.134 0.097
H 2.19931 -2.01653 0.15734 0.064 0.153 0.228
C -4.35288 1.27230 -3.62143 -1.069 -0.105 -1.267
H 1.47187 -0.65010 3.55839 -0.315 0.139 -0.116
C -0.15996 -2.63975 2.04385 -0.418 0.189 -0.154
H -5.81400 4.34792 -1.74715 0.122 -0.138 -0.186
C -3.66797 1.79598 -2.50228 1.315 0.056 0.209
C 5.20897 -0.67306 -2.87631 -0.828 -0.305 -0.368
C -4.21504 0.84488 0.83531 -0.226 0.148 -0.554
H -0.22909 -0.11880 3.68547 0.307 0.021 -0.123
N 0.68177 0.20996 -1.32546 1.881 0.133 -1.328
H -2.47026 -1.86401 -3.54869 0.228 0.016 0.163
H -4.21738 1.53573 -0.01621 -0.080 -0.202 0.360
C -0.53868 2.64504 -0.34672 0.832 -0.058 0.711
H -3.08571 2.02624 3.21252 0.182 -0.075 -0.176
H 2.71894 -0.48337 0.93120 -0.112 -0.278 0.043
C 3.82036 -0.59581 -2.81288 0.446 -0.569 -0.466
P -2.52184 0.51403 1.43005 -2.209 0.263 2.267
H 0.31061 -3.30556 -0.50469 -0.020 -0.045 -0.293
C 1.79208 0.23823 -1.70728 1.077 0.143 0.511
H -0.69945 -1.75708 -3.74950 -0.250 0.057 0.244
H -4.71417 -0.08618 0.52915 0.160 0.251 0.129
C -2.89389 -0.84051 2.61379 0.151 -0.207 -0.097
H -0.30748 -3.35059 1.22982 0.003 0.047 0.229
C 5.99712 0.09406 -2.01143 0.205 -0.149 -0.160
H 0.97957 0.91642 2.86217 0.007 -0.281 0.193
H -2.19310 1.08793 -1.08281 -1.465 1.496 -2.399
H -2.10456 2.85481 1.97220 -0.106 -0.103 0.191
H -3.88812 0.45050 -4.16965 -0.307 0.201 0.139
C 4.01227 1.05531 -1.01600 0.552 0.397 0.338
H -2.71583 -3.07052 0.06327 -0.043 0.081 -0.162
H 0.64077 -3.01411 2.69231 -0.123 0.120 -0.121
H 3.18275 -1.19165 -3.47283 0.407 0.168 0.132
H -7.07590 3.32920 -3.63860 0.302 -0.115 0.088
H 6.01574 1.55985 -0.41426 -0.215 -0.207 -0.284
H -3.82300 -0.58075 3.14769 0.316 0.021 -0.233
H -1.65166 -0.29629 -3.33947 0.109 -0.518 -0.191
C -2.87657 -2.49966 -0.85934 -0.191 -0.014 0.507
H -1.32292 1.76970 3.15003 -0.244 0.043 -0.087
C 3.20559 0.25197 -1.86582 -0.756 0.006 -0.198
H 0.18904 2.45566 1.68430 -0.152 -0.303 -0.283
P -1.33380 -1.69265 -1.38788 -0.613 -2.237 -2.267
H 5.67284 -1.33871 -3.60584 -0.109 0.222 0.223
C 0.65949 -0.11538 3.04302 -0.171 0.089 -0.183
C -1.55866 -1.37636 -3.18014 0.011 0.542 -0.202
H -3.66184 -1.75394 -0.67638 0.185 -0.171 -0.114
C -0.03293 -2.97216 -1.48488 0.128 0.109 0.440
H 3.53823 1.74236 -0.30712 0.320 -0.237 -0.259
H -2.09289 -0.96529 3.35368 -0.347 0.043 -0.228
C 2.12139 -1.39620 1.05962 -0.115 0.308 -0.556
H -6.10294 1.38057 -4.87281 0.168 0.180 0.312
H 7.08618 0.02006 -2.06126 -0.323 0.035 0.004
Os -0.90149 0.20899 -0.20868 2.330 0.906 2.292
O -2.47778 1.21959 -2.16846 -2.135 0.516 0.078
C -2.22049 1.92799 2.54319 0.263 0.143 -0.064
C 0.36584 2.21675 0.63651 -0.557 0.676 -1.140
C -5.41199 3.47946 -2.26737 1.945 0.124 1.551
H -0.41685 -3.84138 -2.03484 -0.051 0.236 0.072
```
Positions in Å, forces in eV/Å.



What did we get for energy? Answer: -2977.8284; -2530.9698; -2182.7929 hartree, in the order shown.
What did we get for maximum force? Answer: 4.7; 3.7; 3.4 eV/Å, in the order shown.